# 1
14
Properties=species:S:1:pos:R:3 method="wB97M-V/def2-TZVPD" relative_energy_ev=0.5390 homo_ev=-15.5 energy_ev=-5767.1433 total_charge=+1 homo_lumo_gap_ev=12.1
O 0.2691 -1.4229 -2.2712
H -0.5544 -1.8025 -2.5917
H 0.0411 0.5460 -0.5301
H 0.8387 -2.1165 -1.9144
C -1.2711 0.1218 1.0085
N -0.1356 0.8920 0.4200
C 1.1177 0.7358 1.1669
H -0.8919 -0.8348 1.3370
H -1.6233 0.6914 1.8715
H -2.0809 0.0651 0.3029
H -0.4256 1.8622 0.3287
H 1.0002 0.9845 2.2138
H 1.9136 1.3688 0.7937
H 1.4622 -0.2982 1.2036

---

# 2
14
Properties=species:S:1:pos:R:3 method="wB97M-V/def2-TZVPD" relative_energy_ev=0.9351 homo_ev=-15.0 energy_ev=-5766.7472 total_charge=+1 homo_lumo_gap_ev=11.2
N -1.8488 -0.6521 0.0526
H -2.1097 -1.4656 0.6276
H -0.8264 -0.7156 -0.0443
H -2.3515 -0.7571 -0.8319
H -2.0346 0.2427 0.5013
C 1.3870 0.0516 0.1584
O 0.4732 -0.3275 1.3032
C 0.6532 0.9041 -0.8528
H 2.1743 0.6172 0.6442
H 1.7984 -0.8929 -0.1793
H 1.1678 -0.4617 1.9614
H 1.3874 1.5430 -1.3511
H 0.1730 0.3573 -1.6726
H -0.0434 1.5564 -0.3165

---

# 3
14
Properties=species:S:1:pos:R:3 method="wB97M-V/def2-TZVPD" relative_energy_ev=1.9528 homo_ev=-14.9 energy_ev=-5765.7294 total_charge=+1 homo_lumo_gap_ev=11.4
C 0.1178 -0.4046 1.7189
N -1.0287 -0.6559 0.8562
H -1.8099 -0.0150 0.9442
H -0.7727 -0.5431 -0.0709
H -1.3140 -1.5354 1.0532
H 0.1413 -1.0041 2.4982
H 0.1320 0.6267 2.2040
H 0.9936 -0.4934 0.9793
C 0.9464 0.4056 -1.8236
O -0.2854 0.9179 -1.1813
H -0.4504 1.8437 -1.3346
H 0.4018 -0.3017 -2.5236
H 1.4758 -0.0665 -1.0632
H 1.4524 1.2259 -2.2568

---

# 4
16
Properties=species:S:1:pos:R:3 method="wB97M-V/def2-TZVPD" relative_energy_ev=0.5258 homo_ev=-2.6 energy_ev=-18657.4422 total_charge=-1 homo_lumo_gap_ev=5.8
C 0.2201 -1.4212 0.6752
C -0.7801 -1.5299 1.8225
S -2.2146 -0.3703 1.6559
N 0.6606 -0.0372 0.4227
H -0.3293 -1.7021 -0.2294
H 1.1300 -2.0045 0.8360
H -0.2832 -1.2921 2.7663
H -1.1844 -2.5439 1.8572
H 0.9255 0.3677 1.3216
H -0.1725 0.5103 0.2500
H 2.3004 0.7406 -1.1850
H 3.0229 1.2694 -0.0230
O 3.0976 1.2838 -0.9859
H -2.2165 2.4031 -2.2714
H -2.3481 2.2975 -3.8433
O -1.8284 2.0288 -3.0693

---

# 5
16
Properties=species:S:1:pos:R:3 method="wB97M-V/def2-TZVPD" relative_energy_ev=0.3199 homo_ev=-15.0 energy_ev=-9862.3067 total_charge=+1 homo_lumo_gap_ev=11.7
O 2.2397 -0.2351 0.6853
C 1.8012 0.8776 0.7260
C 0.2878 1.0876 0.6536
N -0.3144 -0.2368 0.2970
H 2.4485 1.7633 0.7380
H -0.1938 1.4240 1.5713
H 0.0299 1.8122 -0.1125
H -1.3272 -0.3445 0.3698
H 0.0679 -0.5409 -0.6170
H 0.1866 -0.9148 0.8873
H 1.3485 -1.4440 -2.2732
H 0.1368 -2.4010 -2.1950
O 0.3856 -1.4698 -2.2449
H -3.6670 0.0828 -0.1942
H -3.8966 0.8934 1.0451
O -3.1888 0.5847 0.4760

---

# 6
18
Properties=species:S:1:pos:R:3 method="wB97M-V/def2-TZVPD" relative_energy_ev=0.0454 homo_ev=-5.4 energy_ev=-13966.8135 total_charge=-1 homo_lumo_gap_ev=9.3
O 0.0643 0.9331 -0.9721
C -0.2674 -0.2758 -0.9914
O 0.4404 -1.2595 -1.3089
C -1.7334 -0.5949 -0.6473
N -2.5823 0.5265 -0.1920
H -1.6474 -1.3338 0.1628
H -2.2531 -1.1799 -1.4083
H -2.1181 1.3510 -0.5839
H -2.3985 0.6212 0.7992
H 0.3998 0.7160 2.4059
H -0.4438 0.6007 1.1749
O -0.5048 0.8742 2.1054
H 2.5525 -0.1114 0.6774
H 1.4038 -0.9972 1.0249
O 2.2006 -0.6265 1.4352
H 2.1617 -0.4843 -1.3125
H 1.9901 0.9372 -1.1939
O 2.7355 0.3033 -1.1755

---

# 7
15
Properties=species:S:1:pos:R:3 method="wB97M-V/def2-TZVPD" relative_energy_ev=1.2802 homo_ev=-12.9 energy_ev=-16601.4046 total_charge=+1 homo_lumo_gap_ev=9.0
C -0.0237 0.0176 0.6373
C -0.6583 1.3466 0.3490
S 0.5740 2.3170 -0.8057
N -0.6138 -0.9454 1.6517
H 1.0594 0.1648 1.0122
H 0.0612 -0.6385 -0.3383
H -0.7836 2.0260 1.2564
H -1.6391 1.2580 -0.1722
H 0.6096 1.4600 -1.8460
H 0.1617 -1.6775 1.8184
H -1.3231 -1.4557 1.1460
H -0.7534 -0.5081 2.5676
H 1.6474 -0.7103 -2.1297
H 0.9580 -1.7467 -2.8463
O 0.7236 -0.9077 -2.3001

---

# 8
16
Properties=species:S:1:pos:R:3 method="wB97M-V/def2-TZVPD" relative_energy_ev=0.0000 homo_ev=-13.0 energy_ev=-27438.2925 total_charge=+1 homo_lumo_gap_ev=9.8
N -0.4130 1.2377 0.2867
C 0.7504 0.4494 -0.2436
C 0.4681 -1.0235 -0.0697
S 0.6156 -1.5327 1.6605
S 2.4052 -0.8823 2.2819
H -1.2604 1.1829 -0.3177
H -0.1352 2.2180 0.3263
H -0.6153 0.8843 1.2260
H 1.6156 0.7502 0.3410
H 0.9545 0.7609 -1.2671
H -0.5433 -1.2325 -0.3973
H 1.0859 -1.5863 -0.7654
H 3.2095 -1.8599 1.8404
H -2.2166 -0.1030 -2.1800
H -3.4311 0.4851 -1.3994
O -2.4899 0.2517 -1.3225

---

# 9
16
Properties=species:S:1:pos:R:3 method="wB97M-V/def2-TZVPD" relative_energy_ev=0.3531 homo_ev=-12.6 energy_ev=-27437.9394 total_charge=+1 homo_lumo_gap_ev=9.2
N -1.4724 1.2364 -0.5347
C -0.2157 0.6884 -1.1397
C -0.0226 -0.7336 -0.7010
S 0.7730 -0.8052 1.0032
S 2.2549 0.5368 1.0793
H -2.3295 0.8828 -0.9919
H -1.4396 2.2563 -0.5025
H -1.5014 0.9890 0.4387
H 0.5691 1.3657 -0.7987
H -0.1946 0.6919 -2.2254
H -0.8641 -1.3946 -0.4999
H 0.6827 -1.2904 -1.2942
H 3.1451 -0.0372 0.2752
H -3.3781 -1.0742 -2.1515
H -4.3187 -0.5868 -1.1152
O -3.3665 -0.6610 -1.2766

---

# 10
14
Properties=species:S:1:pos:R:3 method="wB97M-V/def2-TZVPD" relative_energy_ev=1.7001 homo_ev=-12.7 energy_ev=-14553.3648 total_charge=+1 homo_lumo_gap_ev=8.6
N 0.3347 -2.7211 -0.3263
H 0.7306 -2.6079 0.6442
H 0.6851 -3.6120 -0.7949
H 0.6164 -1.8853 -1.0170
H -0.5987 -2.4157 -0.2437
C 0.6226 1.7697 1.2601
S 0.4293 0.2850 0.2017
C -0.9987 1.0814 -0.9872
H 0.3454 2.8254 0.9279
H -0.0346 1.6116 2.1345
H 1.6025 1.9200 1.6736
H -0.7637 2.0043 -1.4642
H -1.7060 1.3829 -0.2304
H -1.2649 0.3619 -1.7782

---

# 11
15
Properties=species:S:1:pos:R:3 method="wB97M-V/def2-TZVPD" relative_energy_ev=1.3651 spin_multiplicity=2 homo_ev="-19.6 / -19.6" energy_ev=-25377.3833 total_charge=+2 s2=0.754 homo_lumo_gap_ev="10.4 / 7.1"
C 1.7402 2.2316 -2.4537
N 0.5585 2.1196 -1.5394
H 1.5691 3.1524 -3.0235
H 1.8605 1.5031 -3.2419
H 2.6757 2.3753 -1.9241
H 0.3138 3.0400 -1.1676
H -0.2384 1.8642 -2.1658
H 0.5864 1.5288 -0.6587
C -1.4299 -2.2638 1.8115
S -0.9463 -1.4087 0.2768
S 0.3581 0.0838 0.9955
H -2.2343 -1.7156 2.2888
H -1.8319 -3.2007 1.3749
H -0.6084 -2.4512 2.4938
H 1.4399 -0.4525 0.3832

---

# 12
16
Properties=species:S:1:pos:R:3 method="wB97M-V/def2-TZVPD" relative_energy_ev=1.0722 spin_multiplicity=2 homo_ev="0.0 / -2.8" energy_ev=-28000.8317 total_charge=-1 s2=0.755 homo_lumo_gap_ev="2.7 / 5.6"
C -2.2320 -0.8624 -0.4103
S -1.2361 0.6325 -0.9784
S 0.0734 0.6376 0.7700
C 1.1163 1.9880 0.2783
H -1.6062 -1.6842 -0.7429
H -3.1461 -0.8884 -0.9870
H -2.3812 -0.6837 0.6525
H 1.4964 1.8478 -0.7342
H 1.9589 2.0504 0.9695
H 0.5849 2.9050 0.5466
H -1.7192 4.0267 -0.9713
H -0.6073 3.3284 -1.6585
O -1.0583 4.1604 -1.6734
H 3.1418 -6.5439 1.7486
H 2.3626 -5.2829 1.7011
O 3.2522 -5.6312 1.4893

---

# 13
16
Properties=species:S:1:pos:R:3 method="wB97M-V/def2-TZVPD" relative_energy_ev=1.1906 homo_ev=-8.9 energy_ev=-28000.9285 homo_lumo_gap_ev=9.3
C -0.9138 1.6956 0.1485
S -0.9252 0.5440 -1.2277
S 0.4039 -0.9907 -0.5132
C 1.9456 -0.6103 -1.4813
H -0.0576 1.4135 0.8315
H -1.8221 1.8181 0.6677
H -0.5117 2.6983 -0.0615
H 2.0676 -1.3572 -2.3025
H 2.6413 -0.8622 -0.6899
H 2.1694 0.4291 -1.8386
H 1.6510 -0.0034 1.4976
H 2.9624 -0.8113 2.0003
O 2.5592 0.0422 1.8279
H -4.1445 -2.1305 0.2112
H -4.1415 -0.5377 0.2646
O -3.8839 -1.3376 0.6656

---

# 14
16
Properties=species:S:1:pos:R:3 method="wB97M-V/def2-TZVPD" relative_energy_ev=0.5106 homo_ev=-9.0 energy_ev=-28001.6085 homo_lumo_gap_ev=9.3
C 1.3225 0.6336 -2.3641
S 0.4639 -0.9186 -2.6913
S -0.0673 -1.5730 -0.8166
C -1.7959 -0.9933 -0.7093
H 1.3616 0.8307 -1.2988
H 2.3339 0.5609 -2.7469
H 0.8117 1.4651 -2.8232
H -2.4164 -1.6810 -1.2817
H -2.0710 -1.0410 0.3432
H -1.8726 0.0185 -1.0899
H -1.7484 1.0577 4.0367
H -2.5305 2.3488 4.1045
O -1.6235 2.0110 4.0671
H 3.1098 -0.7906 1.6989
H 1.8773 -1.0340 0.7926
O 2.8449 -0.8946 0.7788

---

# 15
16
Properties=species:S:1:pos:R:3 method="wB97M-V/def2-TZVPD" relative_energy_ev=0.3308 spin_multiplicity=2 homo_ev="-14.3 / -14.5" energy_ev=-27993.4022 total_charge=+1 s2=0.755 homo_lumo_gap_ev="10.8 / 7.0"
C 1.9737 0.4782 -1.7154
S 0.4881 0.6332 -0.6856
S -0.7091 -0.7167 -1.5388
C -1.0709 -2.1110 -0.4260
H 1.8152 0.6678 -2.7721
H 2.7696 1.0258 -1.2243
H 2.2554 -0.5703 -1.6130
H -0.3058 -2.8536 -0.6531
H -1.0367 -1.7774 0.6020
H -2.0447 -2.5041 -0.6708
H 0.2785 3.4956 1.2391
H -0.9146 2.5300 1.5178
O 0.0150 2.5712 1.2652
H -1.9601 -0.1428 2.4068
H -0.4347 -0.6434 2.3223
O -1.1190 -0.0825 1.9460

---

# 16
15
Properties=species:S:1:pos:R:3 method="wB97M-V/def2-TZVPD" relative_energy_ev=0.7933 spin_multiplicity=2 homo_ev="0.7 / -6.7" energy_ev=-8376.6594 total_charge=-1 s2=0.750 homo_lumo_gap_ev="3.4 / 10.6"
C -1.4785 1.0827 -1.2695
C -1.9680 1.4492 -0.0872
H -2.1883 0.5045 -1.8460
H -0.4038 1.0946 -1.4004
H -3.0128 1.2297 0.1260
H -1.4171 1.8815 0.7384
H 2.3456 -0.8076 0.0395
H 2.0565 -1.3254 1.4564
O 1.6964 -1.3042 0.5551
H -0.1444 -2.9401 -0.4312
H -0.1569 -1.5710 0.1902
O -0.7704 -2.2894 -0.0627
H 1.9444 1.8160 -0.2557
H 1.1231 2.1883 0.9190
O 1.6299 1.4342 0.5801

---

# 17
15
Properties=species:S:1:pos:R:3 method="wB97M-V/def2-TZVPD" relative_energy_ev=0.5074 homo_ev=-10.5 energy_ev=-8378.0450 homo_lumo_gap_ev=11.4
C 0.2721 -0.9949 1.2230
O 0.6656 0.3505 1.4058
C -0.3792 -1.2635 -0.1237
H -0.3883 -1.3315 2.0224
H 1.1152 -1.6631 1.4306
H 0.1427 0.7572 2.0976
H 0.0352 -2.1594 -0.5898
H -0.1587 -0.4792 -0.8413
H -1.4229 -1.4362 -0.0074
H 4.2364 2.6979 1.7854
H 3.1541 1.5547 1.7211
O 3.6406 2.1488 2.3038
H -3.2943 1.3133 -4.0910
H -4.2774 0.1545 -4.2120
O -3.3412 0.3508 -4.1244

---

# 18
16
Properties=species:S:1:pos:R:3 method="wB97M-V/def2-TZVPD" relative_energy_ev=2.1491 homo_ev=-9.1 energy_ev=-10424.0436 homo_lumo_gap_ev=9.8
C 0.6446 -2.2651 2.9952
C 1.0683 -1.3223 2.1882
O 0.3670 -0.1564 2.0317
H 1.2108 -3.2357 3.1301
H -0.3612 -2.2522 3.3997
H 2.1095 -1.2904 1.6213
H -0.5775 -0.1345 2.4612
H 1.1474 6.6225 -0.2198
H 0.7931 5.4977 0.9612
O 1.2790 5.7024 0.1359
H 0.2466 0.2590 -4.8697
H -1.0069 0.5469 -5.6449
O -0.2509 0.9232 -5.4299
H -2.6859 -4.3925 -0.8758
H -2.7028 -3.4955 0.2620
O -2.4514 -3.5444 -0.6534

---

# 19
16
Properties=species:S:1:pos:R:3 method="wB97M-V/def2-TZVPD" relative_energy_ev=0.0000 spin_multiplicity=2 homo_ev="-14.8 / -14.8" energy_ev=-10417.0241 total_charge=+1 s2=0.757 homo_lumo_gap_ev="10.3 / 6.6"
C -0.7633 -2.0225 -2.1110
C -1.2478 -0.7261 -1.9147
O -0.6617 0.0378 -1.0854
H -1.2609 -2.6362 -2.8497
H 0.2223 -2.3318 -1.7975
H -2.1773 -0.4156 -2.3872
H -1.1898 0.7939 -0.7076
H -0.5203 1.0362 1.6468
H -1.7795 1.9189 1.6238
O -1.1355 1.5310 1.0787
H 2.7845 2.2202 0.7925
H 2.8520 0.8323 0.1934
O 2.3716 1.3482 0.8530
H 0.7884 -1.2711 1.8866
H 1.2024 0.1786 2.4054
O 0.5150 -0.4940 2.3731

---

# 20
14
Properties=species:S:1:pos:R:3 method="wB97M-V/def2-TZVPD" relative_energy_ev=0.0000 homo_ev=-10.4 energy_ev=-17990.2684 homo_lumo_gap_ev=11.1
C -0.4434 1.9712 1.2208
C 1.2382 -2.0450 -0.0168
Si -0.6937 1.2151 -0.5020
Si -0.1300 -1.0841 -0.7829
H -0.7291 1.2778 2.0115
H -0.9376 2.9436 1.3011
H 0.6273 2.1416 1.3240
H 0.9957 -2.3517 0.9769
H 2.0259 -1.3169 0.0533
H 1.6293 -2.8883 -0.6364
H -0.1172 2.1679 -1.4792
H -2.1179 1.4924 -0.8784
H -1.1799 -2.0151 -0.4053
H -0.1674 -1.5086 -2.1866